Here is a cluster of 3 separate species, C3H11NO3S in total from the Open Molecules 2025 dataset. Energies are from wB97M-V/def2-TZVPD.

```
19
Properties=species:S:1:pos:R:3:forces:R:3:nbo_charge:R:1
S -4.51069 0.07498 0.43622 0.0202 0.1600 -0.2442 -0.767
O 1.77059 -0.51538 0.01757 0.1619 0.0431 -0.3137 -0.959
O 1.86657 1.98268 0.35769 0.0908 -0.0454 -0.2494 -1.067
O 3.87802 0.58323 -1.44176 0.0275 0.2073 0.0210 -1.010
N -0.56714 -0.96505 -0.20067 0.0639 -0.0014 -0.1070 -0.688
C -1.80304 -0.64352 0.53645 0.8530 0.4003 -0.1163 -0.223
C -2.86817 -0.00713 -0.37127 0.4162 -0.5704 0.4227 -0.519
C 0.68609 -1.05778 0.62688 -0.5855 0.1061 -0.6182 0.146
H -2.46891 0.98055 -0.64798 -0.2735 -0.0256 0.0204 0.162
H -2.14994 -1.55635 1.02393 -0.3362 0.0329 -0.0912 0.169
H 1.01128 2.26680 0.02221 0.0322 0.0743 0.0306 0.445
H 3.78917 1.33484 -0.83834 -0.0742 -0.0541 -0.1552 0.475
H -2.87823 -0.61010 -1.28754 -0.2466 0.0759 0.0078 0.170
H 0.80738 -2.14496 0.79370 0.1977 0.0163 0.3625 0.087
H -0.37336 -0.27024 -0.91486 -0.0320 0.1220 0.1505 0.341
H -1.56157 0.07320 1.34510 -0.2344 -0.0856 0.0168 0.144
H 3.07448 0.08071 -1.19480 0.0577 -0.3161 0.1061 0.517
H 0.45001 -0.55336 1.59018 0.1119 -0.1401 0.1522 0.081
H 1.84747 0.94690 0.14729 -0.2505 0.0006 0.6049 0.496
```
Forces are in eV/Å.

**Charge**: -2
**Max |F|**: 0.018 hartree/bohr
**HOMO energy**: -0.0038 eV
**Spin multiplicity**: 1
**Kohn-Sham gap**: 5.938 eV
**Relative energy (zero: lowest compared OMol25 entry of this formula, charge and spin)**: 27.3 kJ/mol